1.
Density functional theory data (ωB97M-V/def2-TZVPD) for a cluster of 9 separate species, C12H37N17O8 in total in a non-equilibrium geometry.

Summary:
- ΔE to the lowest compared entry with this formula, charge and spin: 0.000 eV
- HOMO-LUMO gap: 8.3 eV
- LUMO level: -0.0919 eV
- Structure (SMILES): c1cc[nH]c1.NC(N)=O.NC(N)=O.NC(N)=O.NC(N)=O.NC(N)=O.NC(N)=O.NC(N)=O.NC(N)=O

ORCA input file:
```
! RIJCOSX wB97M-V def2-TZVPD def2/J DEFGRID3
* xyz 0 1
O 9.797 16.735 -5.116
O 7.548 19.532 -8.440
O 10.654 23.102 -8.943
O 6.566 26.312 -6.159
O 8.932 21.052 -2.536
O 3.808 22.053 -3.709
O 7.101 16.435 -2.676
O 9.450 22.568 -4.978
N 6.416 24.057 -5.961
N 4.535 21.993 -1.548
N 10.397 18.103 -6.788
N 12.737 23.875 -9.252
N 9.158 23.312 -2.627
N 7.943 20.851 -4.953
N 8.355 20.009 -10.510
N 8.440 25.168 -5.592
N 8.892 21.540 -6.922
N 8.165 17.961 -6.172
N 6.123 19.527 -10.215
N 5.745 23.109 -3.156
N 9.474 22.202 -0.646
N 7.582 17.809 -0.965
N 7.825 18.532 -3.148
N 11.237 23.916 -10.997
N 11.819 22.966 -5.993
C 7.368 19.625 -9.659
C 11.485 23.593 -9.691
C 9.461 17.565 -5.947
C 9.142 22.120 -1.964
C 12.833 23.878 -5.865
C 13.682 21.908 -6.546
C 7.494 17.541 -2.290
C 12.316 21.776 -6.436
C 13.994 23.281 -6.290
C 4.630 22.367 -2.860
C 8.795 21.685 -5.580
C 7.127 25.255 -5.897
H 11.933 24.298 -11.606
H 5.810 23.486 -4.097
H 6.533 23.136 -2.539
H 9.421 22.279 -7.366
H 12.965 23.767 -8.272
H 8.988 23.205 -3.621
H 14.991 23.691 -6.301
H 9.243 20.336 -10.175
H 7.363 17.074 -0.322
H 5.400 19.292 -9.558
H 10.840 23.146 -5.809
H 5.572 24.187 -6.495
H 7.926 18.321 -4.126
H 9.567 23.076 -0.163
H 8.888 24.291 -5.331
H 6.994 23.265 -6.201
H 9.747 24.066 -2.324
H 12.618 24.897 -5.594
H 6.034 19.614 -11.207
H 11.357 17.991 -6.522
H 5.092 22.501 -0.889
H 7.975 18.662 -0.611
H 8.392 20.849 -7.466
H 10.170 18.827 -7.448
H 13.546 24.043 -9.823
H 8.119 19.440 -2.791
H 7.444 20.204 -5.539
H 8.973 26.007 -5.730
H 10.302 23.824 -11.348
H 8.042 18.536 -6.992
H 8.097 20.161 -11.467
H 9.468 21.396 -0.049
H 11.710 20.929 -6.706
H 3.752 21.437 -1.264
H 14.316 21.146 -6.971
H 7.892 20.785 -3.953
H 7.424 17.377 -5.822
*
```



2.
Density functional theory data (ωB97M-V/def2-TZVPD) for a structure of composition C12H38AgF2N7O11S2 in a non-equilibrium geometry.

Summary:
- HOMO-LUMO gap (alpha / beta): 5.5 / 3.3 eV
- LUMO level (alpha / beta): -5.6396 / -7.8290 eV

ORCA input file:
```
! RIJCOSX wB97M-V def2-TZVPD def2/J DEFGRID3
* xyz 1 2
Ag 0.599 -4.659 1.410
S 0.418 -1.308 0.225
S 2.631 -1.994 1.084
F -0.894 -2.040 -0.389
F 3.271 -3.357 1.570
O -1.444 2.438 1.484
O -2.851 0.695 -3.396
O 2.384 -1.834 6.817
O -0.130 -0.490 1.249
O 1.153 3.514 1.744
O -0.826 2.062 -1.505
O 2.618 -1.128 2.201
O 0.908 -0.732 -0.997
O 0.235 -4.124 -3.954
O 3.695 -2.885 -4.519
O 3.382 -1.678 -0.088
N 2.056 -4.079 6.653
N 4.352 -1.562 -2.834
N -2.764 -0.061 -1.258
N -4.704 -0.244 -2.481
N 2.108 -1.984 -3.122
N 1.081 -2.657 0.736
N 1.917 -2.711 4.787
C 1.470 1.922 3.504
C -2.348 4.505 2.318
C 0.415 3.864 -2.579
C -3.822 2.892 1.026
C -1.032 -3.633 -3.467
C -3.403 0.185 -2.430
C -2.412 3.452 1.209
C 2.135 -2.812 6.145
C 0.486 2.615 -1.661
C 1.739 2.249 2.033
C -1.347 -2.232 -4.021
C 3.355 -2.145 -3.523
H -3.962 2.467 0.033
H -1.812 -4.281 -3.880
H 4.099 -1.265 -1.898
H 2.136 1.155 3.908
H -2.060 4.061 3.272
H -0.635 -1.544 -3.556
H -4.048 2.175 1.822
H -3.300 5.007 2.481
H 0.838 2.960 -0.693
H 1.503 2.799 4.143
H -1.868 0.357 -1.071
H -1.622 5.272 2.050
H -1.195 1.818 -2.368
H -0.581 4.124 -2.915
H 1.192 3.796 -3.349
H 0.056 -4.474 -4.832
H 1.865 -3.497 4.168
H 1.279 1.530 1.349
H 1.447 -2.624 -3.557
H -1.091 -3.640 -2.382
H 1.730 -4.838 6.087
H -1.331 -2.209 -5.105
H -5.144 -0.800 -1.773
H -2.308 -1.900 -3.624
H 5.318 -1.706 -3.080
H -5.147 -0.199 -3.382
H 0.200 3.342 1.643
H 0.848 4.725 -2.053
H -4.582 3.657 1.195
H -1.265 1.959 0.666
H 0.463 1.493 3.546
H 1.874 -1.338 -2.374
H 2.007 -1.795 4.382
H 1.121 1.883 -2.163
H 2.077 -4.182 7.651
H 2.822 2.209 1.891
H -3.251 -0.446 -0.469
H -2.103 3.910 0.263
*
```



3.
Density functional theory data (ωB97M-V/def2-TZVPD) for a structure of composition C12H38CoO11 in a non-equilibrium geometry.

Summary:
- ΔE to the lowest compared entry with this formula, charge and spin: 0.000 eV
- HOMO-LUMO gap (alpha / beta): 6.6 / 6.4 eV
- LUMO level (alpha / beta): -2.8808 / -3.0045 eV

ORCA input file:
```
! RIJCOSX wB97M-V def2-TZVPD def2/J DEFGRID3
* xyz 0 4
Co -0.397 -2.343 2.798
O 1.826 -0.863 -2.705
O 0.706 -2.137 0.971
O 0.217 2.660 4.371
O -1.096 1.230 -1.873
O -1.823 -3.751 2.136
O -0.466 -0.641 1.632
O 0.573 -0.293 -0.292
O 0.806 -3.964 -1.128
O -2.545 1.101 1.852
O 3.488 0.141 0.288
O 1.073 2.126 1.750
C -2.295 0.597 -2.154
C 1.039 -0.286 -3.731
C -3.614 2.854 0.572
C 0.054 -3.595 -2.262
C -1.426 -4.571 1.105
C 1.322 3.120 0.821
C 0.252 -1.024 0.673
C -2.322 2.409 1.348
C 2.744 3.670 1.075
C 0.792 -4.046 -3.530
C -0.839 1.781 4.724
C 3.961 0.843 -0.850
H 1.389 -0.701 -1.866
H -2.178 -5.355 1.010
H 4.602 1.650 -0.493
H -1.774 2.334 4.816
H 1.271 0.779 -3.724
H -0.647 1.190 5.620
H 0.016 -0.612 -3.547
H -3.871 2.354 -0.361
H -2.835 1.188 -2.893
H 3.142 1.211 -1.469
H -0.068 -2.513 -2.231
H 2.657 4.156 2.048
H -2.114 3.147 2.122
H 2.601 -0.113 0.020
H 1.261 -0.662 -4.730
H -0.425 -4.961 1.291
H 0.417 2.550 3.438
H -2.710 -3.975 2.426
H 3.028 4.425 0.341
H 0.323 -3.531 -4.368
H 1.799 -3.637 -3.454
H -1.431 2.306 0.729
H -1.415 -3.897 0.249
H -1.686 0.677 1.785
H -2.846 0.470 -1.222
H -0.541 0.730 -1.270
H -4.553 2.726 1.111
H 0.594 -3.323 -0.445
H -1.028 1.083 3.909
H 1.202 2.631 -0.145
H 0.554 3.891 0.888
H 3.520 2.908 1.143
H 4.626 0.237 -1.466
H 0.895 1.322 1.257
H -3.527 3.916 0.345
H 0.839 -5.122 -3.694
H -2.219 -0.384 -2.623
H -0.897 -4.113 -2.135
*
```



4.
Density functional theory data (ωB97M-V/def2-TZVPD) for a cluster of 7 separate species, C12H40BO11 in total in a non-equilibrium geometry.

Summary:
- HOMO-LUMO gap: 9.3 eV
- LUMO level: 2.8569 eV

ORCA input file:
```
! RIJCOSX wB97M-V def2-TZVPD def2/J DEFGRID3
* xyz -1 1
O -1.292 -1.425 -0.641
O 2.825 1.069 -1.814
O 4.223 -1.090 3.080
O -4.094 -1.100 -0.262
O 0.927 1.630 2.361
O 0.543 2.501 -2.887
O 0.499 -2.822 3.241
O -1.406 3.011 0.855
O -3.776 -0.697 -3.045
O 0.637 -1.014 -2.979
O -1.087 -0.492 3.953
C 4.547 -1.719 1.851
C -0.394 -1.937 -2.747
C 3.431 -1.457 0.802
C -4.188 0.243 -0.814
C -0.467 -2.279 2.315
C 2.706 1.580 -3.137
C -1.200 2.968 2.276
C 0.329 2.871 2.698
C -0.471 -2.325 -1.318
C -1.569 -1.472 3.062
C 1.868 2.813 -3.128
C -4.646 0.113 -2.315
B 0.321 0.846 -0.446
H 3.669 1.879 -3.551
H 0.785 1.470 1.425
H -3.925 -1.583 -2.705
H 4.863 -1.435 3.707
H 0.725 1.836 -0.298
H -3.218 0.722 -0.684
H -2.311 -2.145 3.492
H -1.728 2.163 2.787
H 0.404 -0.241 -2.460
H -0.787 -0.625 -0.477
H 2.447 -1.858 1.045
H -3.150 -1.272 -0.278
H 2.195 3.555 -2.399
H -0.241 -2.883 -3.266
H 4.670 -2.775 2.091
H 1.073 0.086 -0.297
H 0.477 2.260 -1.960
H 5.506 -1.364 1.472
H -0.555 0.790 0.181
H 1.874 3.323 -4.092
H -1.021 2.222 0.466
H -2.280 -1.007 2.380
H -0.967 -3.004 1.672
H -1.811 0.058 4.261
H -1.309 -1.562 -3.206
H -0.952 -3.288 -1.148
H 2.306 0.773 -3.752
H 3.790 -1.865 -0.143
H -4.653 1.033 -2.899
H -0.073 0.717 -1.442
H 1.967 0.927 -1.408
H 3.297 -0.389 0.633
H 0.513 3.165 3.732
H -5.676 -0.244 -2.335
H -1.494 3.856 2.836
H 0.860 -3.610 2.829
H 0.454 -2.434 -0.751
H 0.013 -1.576 1.635
H -4.906 0.853 -0.265
H 0.904 3.658 2.210
*
```



5.
Density functional theory data (ωB97M-V/def2-TZVPD) for a cluster of 8 separate species, C12H40N12O8 in total in a non-equilibrium geometry.

Summary:
- ΔE to the lowest compared entry with this formula, charge and spin: 4.628 eV
- HOMO-LUMO gap: 9.3 eV
- LUMO level: -0.1058 eV
- Structure (SMILES): NC(N)=O.NC(N)=O.NC(N)=O.NC(N)=O.NC(N)=O.NC(N)=O.CC(C)O.CC(C)O

ORCA input file:
```
! RIJCOSX wB97M-V def2-TZVPD def2/J DEFGRID3
* xyz 0 1
O 1.148 -1.924 -3.800
O -1.853 3.431 -5.790
O -4.696 -2.301 -5.065
O -2.627 4.640 7.732
O 3.245 1.444 -5.271
O -0.652 -3.772 7.051
O 3.949 0.221 2.509
O -0.210 0.789 0.083
N -1.241 -1.075 -0.442
N -0.811 2.801 -3.935
N -4.573 4.027 6.865
N -2.845 -3.312 -5.565
N 2.187 -3.688 -4.762
N -1.631 -0.193 1.420
N -3.630 -3.768 -3.626
N 5.025 1.792 3.582
N 1.199 -3.879 -2.812
N 3.404 2.364 2.250
N -2.797 3.952 5.617
N -1.084 1.312 -5.523
C 4.099 1.400 2.753
C 3.796 2.450 -4.395
C 5.100 2.901 -5.072
C 4.046 1.691 -3.078
C -2.398 -3.302 5.368
C -1.349 2.540 -5.117
C -3.817 -3.133 -4.792
C -3.277 4.171 6.815
C -1.928 -3.123 6.873
C -0.959 -0.081 0.322
C 1.497 -3.125 -3.819
C -1.725 -1.678 7.215
H -2.196 -4.354 5.166
H -2.462 -0.767 1.445
H 1.836 -4.561 -2.426
H 4.772 3.535 -5.897
H -0.359 -3.461 7.911
H -1.729 0.920 -6.194
H -5.043 3.780 6.005
H 3.177 1.225 -2.613
H 0.678 -3.361 -2.119
H -1.269 -1.667 8.206
H -2.927 -4.484 -3.513
H -1.830 -1.819 -0.095
H -2.626 -1.066 7.197
H 2.759 2.089 1.523
H -0.878 -0.965 -1.378
H 2.531 -3.218 -5.586
H -3.442 -3.031 5.211
H -0.561 2.034 -3.328
H 5.155 2.794 3.592
H 2.479 1.174 -4.758
H 3.097 3.285 -4.358
H -0.925 -1.255 6.608
H 3.373 3.279 2.677
H 5.413 1.127 4.235
H -3.335 3.631 4.824
H -0.960 3.755 -3.639
H -2.574 -3.554 7.637
H 2.516 -4.624 -4.573
H 4.853 0.968 -3.201
H -0.543 0.609 -5.040
H -1.476 0.584 2.045
H -4.156 -3.399 -2.846
H 5.619 3.638 -4.459
H -2.085 -3.895 -5.247
H -1.829 4.210 5.488
H -2.793 -2.938 -6.502
H -5.002 4.189 7.765
H 4.431 2.463 -2.412
H -1.999 -2.602 4.635
H 5.720 2.158 -5.573
*
```



6.
Density functional theory data (ωB97M-V/def2-TZVPD) for a cluster of 8 separate species, C12H40N12O8 in total in a non-equilibrium geometry.

Summary:
- ΔE to the lowest compared entry with this formula, charge and spin: 0.149 eV
- HOMO-LUMO gap: 9.5 eV
- LUMO level: 0.1583 eV
- Structure (SMILES): NC(N)=O.NC(N)=O.NC(N)=O.NC(N)=O.NC(N)=O.NC(N)=O.CC(C)O.CC(C)O

ORCA input file:
```
! RIJCOSX wB97M-V def2-TZVPD def2/J DEFGRID3
* xyz 0 1
O 12.785 -15.800 -17.196
O 14.805 -11.321 -18.792
O 17.374 -13.659 -17.407
O 18.694 -17.416 -10.974
O 19.569 -14.445 -21.619
O 12.033 -12.861 -14.855
O 19.174 -16.756 -15.904
O 17.778 -12.011 -15.018
N 12.196 -17.969 -17.382
N 15.074 -13.799 -17.396
N 15.814 -9.481 -19.721
N 17.367 -16.969 -12.830
N 16.319 -15.358 -16.335
N 18.228 -19.038 -12.466
N 18.641 -18.044 -17.683
N 18.132 -15.235 -20.064
N 17.055 -11.121 -18.721
N 20.835 -17.494 -17.261
N 10.590 -16.406 -16.912
N 19.483 -13.429 -19.606
C 18.974 -11.208 -15.042
C 18.058 -17.771 -11.948
C 16.311 -14.219 -17.095
C 19.131 -10.664 -13.643
C 11.323 -11.797 -15.497
C 19.100 -14.390 -20.488
C 20.130 -12.124 -15.480
C 15.811 -10.660 -19.029
C 9.916 -12.243 -15.769
C 12.089 -11.309 -16.710
C 11.912 -16.649 -17.144
C 19.531 -17.376 -16.901
H 17.187 -15.864 -16.272
H 13.153 -11.548 -16.642
H 18.462 -9.837 -13.396
H 14.945 -12.951 -17.946
H 13.146 -18.087 -17.687
H 18.851 -18.484 -18.560
H 12.002 -10.251 -16.935
H 9.459 -11.701 -16.596
H 17.794 -17.058 -13.743
H 14.960 -9.148 -20.124
H 19.138 -13.278 -18.675
H 17.876 -10.560 -18.855
H 17.716 -19.310 -13.284
H 11.828 -11.925 -17.580
H 18.877 -10.464 -15.838
H 18.728 -19.700 -11.904
H 11.472 -18.548 -17.767
H 9.877 -13.328 -15.898
H 16.718 -9.084 -19.885
H 15.434 -15.726 -16.032
H 9.952 -17.177 -16.863
H 21.535 -17.188 -16.611
H 10.239 -15.472 -17.023
H 19.043 -11.413 -12.862
H 17.631 -15.752 -20.761
H 17.692 -18.043 -17.357
H 20.112 -10.171 -13.645
H 11.559 -13.101 -14.054
H 20.096 -13.123 -15.052
H 21.018 -18.199 -17.952
H 21.097 -11.665 -15.251
H 17.171 -12.006 -18.220
H 20.099 -12.192 -16.571
H 14.267 -14.398 -17.328
H 17.398 -16.031 -12.451
H 9.278 -12.139 -14.884
H 17.643 -12.410 -15.889
H 20.172 -12.817 -20.005
H 17.811 -15.253 -19.112
H 11.295 -10.926 -14.828
*
```